A structure of composition C9H18LiO5 in a non-equilibrium geometry. Source: OMol25; level of theory: the ωB97M-V functional and the def2-TZVPD basis.

## Properties
Net charge: +1
LUMO level, eV: -2.71
Relative energy (zero: lowest compared OMol25 entry of this formula, charge and spin), kcal per mole: 67.6
HOMO-LUMO gap, eV: 8.166

Positions of all 33 atoms, in Å:
1 Li 36.6180 18.9580 11.2860
2 C 38.2660 18.6700 8.8380
3 O 37.2380 18.1100 9.5420
4 H 38.7820 17.9500 8.0880
5 H 39.1220 18.8380 9.8680
6 H 37.7140 19.6700 8.4690
7 H 36.9360 17.4320 9.1240
8 C 35.5050 16.8340 12.4200
9 O 35.1180 18.2640 12.5040
10 H 35.5810 16.2610 13.3030
11 H 36.4490 16.8040 11.8240
12 H 34.7560 16.3530 12.0590
13 H 34.0850 18.3930 12.5630
14 C 34.6890 20.9110 10.8380
15 O 35.9320 20.5430 10.2910
16 H 33.9490 20.0620 10.9890
17 H 34.0630 21.6170 10.0440
18 H 34.8220 21.4450 11.8520
19 H 36.2920 21.2300 9.7650
20 C 38.6680 21.0800 12.4670
21 C 39.3460 22.2440 12.7840
22 C 39.3190 22.9260 14.0220
23 C 38.7240 22.2150 15.1070
24 C 38.1230 20.9140 14.9610
25 C 38.2090 20.3670 13.6090
26 O 37.3770 19.3730 13.3350
27 O 39.9390 24.0830 14.1770
28 H 38.5990 20.7560 11.3450
29 H 39.9710 22.7600 12.0150
30 H 38.6370 22.7110 16.1110
31 H 37.5260 20.3930 15.6460
32 H 36.9460 18.9730 13.9340
33 H 40.3740 24.0680 14.8450

A cluster of 2 separate species, C9H18N2 in total in a non-equilibrium geometry. Source: OMol25; level of theory: the ωB97M-V functional and the def2-TZVPD basis.

## Properties
LUMO level, eV: 0.88
Relative energy (zero: lowest compared OMol25 entry of this formula, charge and spin), kcal per mole: 16.9
Structure (SMILES): Cc1cc[nH]n1.CCC(C)C
HOMO-LUMO gap, eV: 9.992

Positions of all 29 atoms, in Å:
1 C 3.1166 1.4511 0.8011
2 C 2.5984 0.3502 -0.0621
3 C 2.5987 -1.0492 0.1622
4 C 1.6971 -1.5671 -0.7486
5 N 1.2935 -0.5502 -1.4591
6 N 1.9110 0.6325 -1.1208
7 H 3.6564 1.0981 1.6800
8 H 3.7811 2.0753 0.1865
9 H 2.2979 2.1162 1.1119
10 H 3.0936 -1.5255 0.9866
11 H 1.2137 -2.5266 -0.7292
12 H 0.5945 -0.5491 -2.1652
13 C -1.9523 1.7820 -0.9523
14 C -2.1064 0.8982 0.2829
15 C -1.2156 -0.3452 0.2797
16 C -1.1080 -0.9441 1.6647
17 C -1.7131 -1.3560 -0.7678
18 H -2.6922 2.5829 -0.9266
19 H -2.0591 1.2142 -1.8862
20 H -0.9722 2.2534 -0.9825
21 H -1.8907 1.5396 1.1688
22 H -3.1447 0.5488 0.4189
23 H -0.1599 0.0221 0.0591
24 H -2.0838 -1.3066 2.0250
25 H -0.7298 -0.2186 2.3945
26 H -0.4002 -1.7957 1.6731
27 H -1.1258 -2.2666 -0.8245
28 H -2.7376 -1.6396 -0.4818
29 H -1.7612 -0.9244 -1.7883

An isolated molecule of C9H18N2O in a non-equilibrium geometry. Source: OMol25; level of theory: the ωB97M-V functional and the def2-TZVPD basis.

## Properties
LUMO level (spin up / spin down), eV: 0.87 / 0.67
Relative energy (zero: lowest compared OMol25 entry of this formula, charge and spin), kcal per mole: 135.1
HOMO-LUMO gap (spin up / spin down), eV: 7.339 / 7.349

Positions of all 30 atoms, in Å:
1 C 1.5849 -1.8601 -0.2821
2 C 1.9828 -0.7310 -1.0932
3 C 1.1836 -1.9193 1.1593
4 C 2.5073 0.4518 -0.7072
5 C -1.5287 -0.4556 -1.3186
6 C -3.0075 -0.4505 0.7568
7 C -1.6941 1.7013 -0.0827
8 C 2.5023 2.2530 0.5185
9 C -1.7264 0.1378 0.0788
10 N -0.1292 -1.4202 0.7320
11 N -0.5406 -0.2288 0.8866
12 O 2.6620 0.8421 0.5861
13 H 1.3330 -2.8512 -0.6629
14 H 2.0041 -0.9987 -2.2049
15 H 1.2208 -2.8884 1.4559
16 H 1.8102 -1.2230 1.7673
17 H 2.8239 1.2043 -1.5401
18 H -2.3985 -0.0017 -1.8648
19 H -0.6678 -0.0167 -1.5996
20 H -1.6239 -1.5991 -1.3912
21 H -2.7885 -0.1945 1.8733
22 H -2.9359 -1.5721 0.6457
23 H -3.9374 0.1395 0.3338
24 H -2.0268 2.3662 0.8091
25 H -0.7501 2.0603 -0.2444
26 H -2.3726 1.8664 -0.9205
27 H 3.3494 2.6455 0.1253
28 H 2.3781 2.5043 1.6098
29 H 1.5746 2.4008 -0.0853
30 H -0.7889 -2.1625 0.6590